(1)
A structure of composition C36H61BBrCl3I2N4O9P. Source: the Open Molecules 2025 dataset; level of theory: ωB97M-V with the def2-TZVPD basis set.

Calculated values
LUMO energy: -4.5 eV
HOMO-LUMO gap: 6.32 eV
highest occupied orbital energy: -10.79 eV
net charge: +1

Each line ends with the Löwdin charge.
Atoms and positions in Å:
I  4.01232  0.06957  -0.75020  1.1778
I  2.65076  2.64911  -5.39040  1.0294
Br  1.78723  -0.27378  4.38106  0.7449
Cl  -1.75834  1.33425  0.53071  0.7914
Cl  -1.97421  -1.49886  1.05889  0.6463
Cl  3.39306  1.97005  2.29552  0.6944
P  4.52994  3.96035  0.66248  0.9243
O  4.20575  4.08338  -2.96355  -0.1491
O  -5.64547  -3.81295  -1.84395  -0.1761
O  0.23888  2.59220  -3.90334  -0.0321
O  -0.45608  0.82090  3.28406  0.0267
O  1.82739  4.16457  3.28923  0.0959
O  2.38989  -5.02377  2.08601  -0.1638
O  1.86557  4.67881  0.01871  -0.0408
O  -6.99091  -1.57457  2.39180  -0.1536
O  4.33140  4.99814  1.95435  -0.2747
N  1.15995  1.55555  0.72372  -0.0147
N  2.51035  1.33583  -1.22425  -0.4383
N  2.86477  6.89568  -0.38903  0.2211
N  0.27767  0.58684  -1.26679  0.0476
C  -7.14667  -3.67550  3.66297  -0.0747
C  2.37077  5.85052  -0.23590  -0.3253
C  2.09459  2.60210  1.15650  -0.4885
C  1.26438  1.14224  -0.62067  -0.3417
C  1.16259  0.30329  1.51314  -0.2183
C  -0.61104  5.33546  2.69140  -0.0855
C  -4.70809  -1.04282  3.12891  -0.1026
C  -7.89328  -4.80509  -1.69595  -0.0707
C  5.51432  5.04036  -0.48550  -0.2324
C  1.37419  2.90035  -3.67802  -0.7595
C  -0.48546  -0.25403  -3.61583  -0.0512
C  0.63864  -0.02416  -2.58385  -0.1520
C  6.25049  3.22985  -4.02536  -0.0506
C  2.97810  -6.63253  3.85417  -0.0757
C  -6.20359  -0.87470  3.33785  -0.2749
C  -6.85180  -4.09188  -2.53967  -0.2734
C  -2.65061  -1.59517  -1.52955  -0.1169
C  4.09849  2.85342  -2.22827  -0.2726
C  -4.94597  -4.93543  -1.33012  -0.2875
C  2.78378  3.52709  -0.00301  -0.3321
C  5.45046  4.24908  -3.53768  -0.3260
C  8.00678  4.73087  -4.61018  -0.0794
C  5.95865  5.54904  -3.60508  -0.0222
C  1.69353  3.46808  -2.28656  -0.0598
C  -0.27834  4.01561  1.90819  -0.1639
C  0.89634  -3.68046  3.50329  -0.0993
C  0.59502  0.39417  2.95159  -0.7518
C  -1.10276  0.40636  -0.81894  -0.5984
C  -4.51563  -5.92585  -2.39892  -0.0746
C  -6.82251  -2.98098  2.35143  -0.2795
C  3.32050  -5.35682  3.10522  -0.2788
C  1.05288  -4.81362  2.50358  -0.2786
C  2.79735  2.77564  -1.41266  -0.3750
C  -1.44433  -1.18157  -0.65121  -0.6163
C  7.21325  5.77024  -4.13524  -0.0677
C  7.51118  3.43778  -4.56245  -0.0682
B  1.24904  3.64256  2.13892  -0.5178
H  1.43828  -3.87397  4.42961  0.0701
H  0.48764  -4.57187  1.60127  0.1113
H  -2.30626  -2.25564  -2.34063  0.0775
H  0.62582  -5.74221  2.89589  0.1100
H  4.93832  5.59950  -1.22885  0.0128
H  -7.50115  -3.34427  1.57846  0.1086
H  8.10695  2.59754  -4.91427  0.1137
H  1.75101  3.45088  3.94463  0.1182
H  -4.39500  -2.08331  3.23517  0.0614
H  -3.88786  -5.43358  -3.14472  0.0792
H  3.74914  -6.85491  4.59255  0.0803
H  -0.91815  -1.25531  -3.51517  0.0680
H  0.73633  3.45384  -1.73931  0.1384
H  4.28220  -5.48364  2.60653  0.1181
H  6.10203  5.79075  0.06717  0.0673
H  -7.54807  -5.78342  -1.35850  0.0684
H  9.00676  4.87710  -5.01567  0.1109
H  -4.05541  -4.54181  -0.83508  0.1037
H  -1.25488  0.52642  -3.65169  0.0860
H  -5.53847  -5.43049  -0.55380  0.1076
H  7.63135  6.77579  -4.16852  0.1148
H  -5.80889  -3.23160  2.01603  0.1026
H  5.04647  2.72368  -1.68488  0.0811
H  1.46561  0.44753  -3.10674  0.0890
H  1.01551  -1.03121  -2.31966  0.1300
H  1.28506  -2.75016  3.08647  0.0164
H  0.53405  -0.47455  1.04451  0.0975
H  -7.24948  -3.12647  -2.85458  0.1193
H  -3.16232  -0.75714  -2.02234  0.0939
H  5.37478  6.39198  -3.23204  0.1270
H  2.90549  -7.47266  3.16161  0.0839
H  -0.56233  4.09453  0.84964  0.0834
H  -0.59654  5.05563  3.75646  0.0784
H  -7.03779  -4.75566  3.55528  0.0778
H  4.09310  2.05601  -2.99287  0.0479
H  -6.46162  0.17913  3.22741  0.1198
H  -5.36887  -6.35704  -2.92286  0.0688
H  -8.13143  -4.21683  -0.80792  0.0707
H  -4.42707  -0.71603  2.12669  0.0402
H  -8.17176  -3.45669  3.96615  0.0845
H  3.43947  -4.51641  3.79834  0.1056
H  2.02471  -6.55689  4.37878  0.0668
H  0.16326  6.10222  2.57505  0.0778
H  -3.95168  -6.74523  -1.95089  0.0797
H  -6.48950  -1.15792  4.35634  0.1088
H  -0.01932  -0.24575  -4.61310  0.0970
H  1.91890  4.53627  -2.43681  0.1415
H  -1.62621  5.69351  2.48732  0.0772
H  -1.77788  0.73500  -1.61709  0.0873
H  -0.85253  3.22698  2.43180  0.0821
H  -0.15604  -3.53995  3.75693  0.0815
H  -6.48968  -3.35210  4.47163  0.0658
H  6.21859  4.39724  -1.02842  0.0435
H  5.86987  2.20650  -3.98129  0.1054
H  -6.63902  -4.65302  -3.45573  0.1075
H  -8.80753  -4.95347  -2.27135  0.0816
H  -3.41488  -2.16177  -0.98720  0.0545
H  -4.15332  -0.45192  3.86039  0.0804
H  2.13494  -0.20469  1.58192  0.0441
H  -0.55107  -1.77835  -0.86605  0.0969
H  5.13123  5.53516  2.01642  0.0633

Forces on atoms 1 to 3 (eV/Å):
0.1409 -0.5159 0.1742
0.1758 0.1209 0.3407
-0.1799 0.0289 -0.5011



(2)
A structure of composition C24H44AsGeMoN2O3S. Source: the Open Molecules 2025 dataset; level of theory: ωB97M-V with the def2-TZVPD basis set.

Calculated values
2S+1: 4
LUMO energy (spin up / spin down): -13.1 / -15.7 eV
<S²>: 3.79
HOMO-LUMO gap (spin up / spin down): 7.04 / 4.63 eV
highest occupied orbital energy (spin up / spin down): -20.19 / -20.31 eV
net charge: +4

Each line ends with the Löwdin spin population.
Atoms and positions in Å:
Mo  0.04238  0.44490  -0.10191  1.8031
As  -1.61888  -2.10522  3.24285  0.0038
Ge  -1.17290  -2.10921  -2.12288  0.0030
S  -0.91283  -0.46134  1.93050  -0.0103
O  -1.64496  -0.43909  -1.19668  0.0155
O  0.86690  0.60908  -1.58985  0.0180
O  0.08605  -2.24375  -0.86576  0.0408
N  -0.02803  2.27252  1.27459  0.1059
N  2.20503  0.88677  0.79356  0.0700
C  3.05986  0.91449  -2.55096  0.0006
C  2.44225  4.99293  1.67463  0.2773
C  1.43325  -3.86348  -2.10076  0.0010
C  -0.10604  -2.62656  4.31600  -0.0020
C  0.00177  4.94820  2.15795  0.0599
C  -3.96726  -0.40705  -0.53851  0.0002
C  -1.13397  2.88197  1.72167  0.0056
C  -2.77352  1.70332  -1.21986  0.0186
C  1.18139  -3.18699  -0.74938  0.0016
C  1.08228  2.28332  -3.29733  0.0003
C  -2.37564  -3.58625  2.25140  0.0057
C  1.12890  2.97694  1.33129  0.0486
C  1.20278  -0.17404  -3.85118  -0.0008
C  2.40535  -2.36722  -0.33815  0.0058
C  1.19183  4.32399  1.74125  0.0225
C  0.85191  -4.23322  0.30147  0.0004
C  2.33729  2.29676  0.98285  0.2392
C  -3.00090  -1.38962  4.37251  -0.0029
C  3.54739  2.97934  0.89657  0.0222
C  -1.16399  4.20483  2.15412  0.0441
C  1.55528  0.90424  -2.83036  0.0070
C  -2.93988  0.21059  -1.47957  0.0074
C  3.59578  4.32776  1.21871  0.1416
C  -3.34022  -0.02989  -2.93507  0.0012
H  0.55615  -4.45629  -2.37759  0.0000
H  0.17768  -1.80385  4.97020  0.0001
H  -2.54656  0.27959  -3.61998  0.0001
H  0.11812  -0.23996  -3.96987  0.0001
H  2.21309  -1.89514  0.63169  0.0023
H  -0.05523  -4.77624  0.02945  0.0000
H  1.63255  0.08099  -4.81786  -0.0003
H  0.74042  -2.93734  3.70744  0.0000
H  2.48894  6.03589  1.97213  0.0086
H  0.01679  5.98143  2.48697  0.0012
H  -3.46017  -3.48475  2.26723  0.0002
H  4.45922  2.46850  0.60837  -0.0024
H  1.66260  -4.95671  0.37206  0.0001
H  -2.77310  1.90353  -0.14521  0.0031
H  -3.89921  -1.18020  3.79435  0.0000
H  3.28186  -3.00665  -0.25119  0.0005
H  -4.93857  0.06830  -0.66979  0.0001
H  3.00432  0.53511  0.26341  0.0024
H  3.60506  1.00257  -3.48858  0.0004
H  2.28746  -4.53520  -2.04549  0.0002
H  -3.57897  -1.08077  -3.10851  0.0002
H  -1.84957  2.07579  -1.67995  0.0063
H  1.60087  -1.14150  -3.53868  0.0000
H  -0.42964  -3.46972  4.93083  -0.0002
H  -2.01355  -3.61020  1.22765  0.0001
H  -4.23510  0.54118  -3.17663  0.0006
H  0.71552  -3.77340  1.28318  -0.0001
H  -2.08912  -4.50426  2.76644  0.0007
H  -2.03948  2.29047  1.75170  0.0000
H  2.60696  -1.59800  -1.08895  0.0006
H  4.53730  4.86077  1.15670  0.0033
H  -4.07490  -1.47343  -0.74905  0.0001
H  1.71672  2.63073  -4.11066  -0.0001
H  2.24592  0.42438  1.70905  0.0132
H  -2.09971  4.63595  2.48459  0.0012
H  0.05620  2.24327  -3.66375  0.0001
H  -3.22677  -2.17818  5.09588  -0.0005
H  -2.67188  -0.50217  4.90863  0.0001
H  3.33204  1.76900  -1.92567  0.0005
H  -3.60189  2.26401  -1.65047  0.0019
H  1.62590  -3.12226  -2.88052  0.0000
H  1.14319  3.00401  -2.47729  0.0006
H  3.37230  -0.01978  -2.07671  0.0002
H  -3.65236  -0.28852  0.50079  -0.0003

Forces on atoms 1 to 3 (eV/Å):
-2.1899 -2.0651 1.8936
0.0147 -0.3286 -0.2680
-0.1775 0.1601 0.2249



net charge of number 2 (C24H44AsGeMoN2O3S)?
+4